Density functional theory data (ωB97M-V/def2-TZVPD) for C5H6O in the gas phase.

Positions of all 12 atoms, in Å:
O  1.33572  -1.65231  2.40669
C  -0.31130  0.99148  -0.77763
C  -0.21253  -0.76619  0.92843
C  0.50737  0.28907  -1.79161
C  0.19714  -1.24644  2.20177
C  -0.44433  0.54776  0.50551
H  -0.66782  1.99668  -1.00391
H  -0.60950  -1.34547  2.96909
H  0.34287  0.62539  -2.81626
H  -0.67393  1.34431  1.21179
H  1.55235  0.50440  -1.53098
H  0.37889  -0.79525  -1.69355

- Relative energy (zero: lowest compared OMol25 entry of this formula, charge and spin): 3.952 eV
- Gap between HOMO and LUMO (spin up / spin down): 7.114 / 7.308 eV
- Total charge: 0
- Total energy: -269.20101 Eh

Density functional theory data (ωB97M-V/def2-TZVPD) for C5H6O in the gas phase.

Positions of all 12 atoms, in Å:
O  0.72339  1.35056  -0.41912
C  0.79254  -0.99720  0.43528
C  -0.31449  0.93791  -1.20299
C  -0.58035  -0.31710  0.70685
C  -1.15629  0.07247  -0.62262
C  0.69344  0.46970  0.66611
H  -2.06104  -0.30952  -1.07940
H  -1.22058  -0.44286  1.57961
H  0.75874  -1.46809  -0.53586
H  -0.28653  1.33498  -2.20630
H  1.50575  -1.47345  1.10256
H  1.14542  0.84261  1.57588

- Relative energy (zero: lowest compared OMol25 entry of this formula, charge and spin): 1.767 eV
- Gap between HOMO and LUMO: 9.709 eV
- Total charge: 0
- Total energy: -269.28130 Eh
- SMILES string: C1=C[C@H]2C[C@H]2O1

Density functional theory data (ωB97M-V/def2-TZVPD) for C5H6O in the gas phase.

Positions of all 12 atoms, in Å:
O  -0.37232  -0.34533  -2.36371
C  -0.02210  -0.46018  -0.97117
C  0.04707  0.58883  1.29194
C  -0.10687  0.70433  -0.12557
C  0.97427  0.79590  2.23994
C  -1.28824  -1.01294  -1.55565
H  -0.98697  0.50901  1.68470
H  0.63475  0.79405  3.26910
H  -1.33313  -2.09799  -1.68477
H  0.72370  -1.22810  -0.75887
H  -2.25193  -0.54060  -1.35978
H  2.03457  0.97858  2.08752

- Relative energy (zero: lowest compared OMol25 entry of this formula, charge and spin): 5.213 eV
- Gap between HOMO and LUMO: 7.544 eV
- Total charge: 0
- Total energy: -269.15465 Eh

Density functional theory data (ωB97M-V/def2-TZVPD) for C5H6O in the gas phase.

Positions of all 12 atoms, in Å:
O  -0.77858  1.54349  -1.46988
C  -0.07028  -0.68597  -0.98503
C  0.69032  1.36355  0.40732
C  -0.46141  -1.39641  0.23375
C  -0.80494  -1.89751  1.27298
C  -0.11679  0.82806  -0.75534
H  -1.12046  -2.34229  2.19074
H  -0.73383  -0.92526  -1.82076
H  0.95402  -0.96386  -1.26942
H  1.50574  0.69197  0.69056
H  0.03104  1.46781  1.27610
H  1.07759  2.35203  0.15195

- Relative energy (zero: lowest compared OMol25 entry of this formula, charge and spin): 1.558 eV
- Gap between HOMO and LUMO: 10.562 eV
- Total charge: 0
- Total energy: -269.28898 Eh
- SMILES string: C#CCC(C)=O

Density functional theory data (ωB97M-V/def2-TZVPD) for C5H6O in the gas phase in a non-equilibrium geometry.

Positions of all 12 atoms, in Å:
O  -1.34601  -1.35932  1.43593
C  0.60267  0.08749  -0.20539
C  1.32374  1.28861  0.16337
C  0.65038  -1.13571  -0.54244
C  -1.72900  -0.77439  0.45636
C  -0.78335  -0.30473  -0.51331
H  -2.80837  -0.60552  0.32724
H  0.91087  -2.16899  -0.57136
H  -1.29803  0.15646  -1.35034
H  1.09225  2.09525  -0.53810
H  0.98437  1.60599  1.15156
H  2.40049  1.11486  0.18648

- Relative energy (zero: lowest compared OMol25 entry of this formula, charge and spin): 2.741 eV
- Gap between HOMO and LUMO: 10.280 eV
- Total charge: 0
- Total energy: -269.24553 Eh
- SMILES string: CC1=C[C@H]1C=O

Density functional theory data (ωB97M-V/def2-TZVPD) for C5H6O in the gas phase in a non-equilibrium geometry.

Positions of all 12 atoms, in Å:
O  3.11324  0.05652  0.23750
C  -0.31803  -0.43819  0.63473
C  1.07119  0.67603  -0.89449
C  -0.29577  0.26202  -0.72382
C  1.08081  -0.17809  1.15579
C  1.91167  0.23996  0.16066
H  -0.98307  -0.06050  1.37204
H  1.31696  0.98213  -1.86455
H  1.24576  -0.33343  2.19194
H  -0.95507  1.07037  -0.73777
H  -0.68595  -0.38451  -1.44894
H  -0.77215  -1.34958  0.33394

- Relative energy (zero: lowest compared OMol25 entry of this formula, charge and spin): 3.283 eV
- Gap between HOMO and LUMO (spin up / spin down): 7.790 / 7.792 eV
- Total charge: 0
- Total energy: -269.22561 Eh

Density functional theory data (ωB97M-V/def2-TZVPD) for C5H6O in the gas phase.

Positions of all 12 atoms, in Å:
O  0.61870  1.93165  0.21334
C  -0.45900  0.23167  -1.52451
C  -0.09963  -0.21299  1.05285
C  0.73058  1.04696  1.02895
C  0.18470  -0.88547  -1.45251
C  -0.71167  -0.58526  -0.29260
H  0.51263  -1.03455  1.45343
H  0.89011  -1.58989  -1.86218
H  -0.70383  1.13996  -2.05020
H  -1.66524  -1.11739  -0.21188
H  1.46342  1.14352  1.85671
H  -0.87392  -0.03048  1.81442

- Relative energy (zero: lowest compared OMol25 entry of this formula, charge and spin): 2.694 eV
- Gap between HOMO and LUMO: 10.195 eV
- Total charge: 0
- Total energy: -269.24725 Eh
- SMILES string: O=CCC1C=C1

Density functional theory data (ωB97M-V/def2-TZVPD) for a molecular structure, C5H6O.

Positions of all 12 atoms, in Å:
O  1.53440  -0.04354  0.55391
C  0.68444  -1.09479  0.07926
C  0.35807  0.73982  0.75637
C  -0.43622  -0.45989  -0.75967
C  -0.20722  1.02794  -0.63554
C  -0.56784  -0.64160  0.73909
H  -0.95133  -0.96634  -1.56970
H  0.44673  1.52844  -1.35252
H  -1.34389  -1.16165  1.32035
H  -1.14915  1.57129  -0.52348
H  1.11597  -2.08658  -0.05424
H  0.51604  1.58687  1.44618

- Relative energy (zero: lowest compared OMol25 entry of this formula, charge and spin): 3.077 eV
- Gap between HOMO and LUMO: 10.504 eV
- Total charge: 0
- Total energy: -269.23317 Eh

Density functional theory data (ωB97M-V/def2-TZVPD) for C5H6O in the gas phase in a non-equilibrium geometry.

Positions of all 12 atoms, in Å:
O  0.95053  0.02222  2.84146
C  -0.13217  0.42794  2.39619
C  -0.62007  0.84990  -0.16363
C  -0.45199  0.70349  1.13799
C  0.75775  -0.96445  -1.22836
C  -0.12956  0.18792  -1.23563
H  0.35162  -1.73849  -0.57918
H  -0.59579  1.85147  -0.54086
H  -1.01996  0.65742  2.98917
H  -0.30258  0.71088  -2.16489
H  1.73023  -0.65657  -0.82979
H  0.85936  -1.34553  -2.23795

- Relative energy (zero: lowest compared OMol25 entry of this formula, charge and spin): 4.715 eV
- Gap between HOMO and LUMO (spin up / spin down): 6.733 / 7.364 eV
- Total charge: 0
- Total energy: -269.17298 Eh

Density functional theory data (ωB97M-V/def2-TZVPD) for C5H6O in the gas phase.

Positions of all 12 atoms, in Å:
O  0.94714  0.41618  -0.87484
C  1.20271  0.65360  0.51844
C  -1.36833  -1.70993  -1.96025
C  -0.28668  0.51294  0.86245
C  -0.74310  -1.34686  -0.87692
C  -0.43068  0.11582  -0.61961
H  1.85379  -0.12072  0.94310
H  -0.55422  -0.25100  1.59616
H  -0.39705  -2.10767  -0.17580
H  -0.78158  1.45215  1.11741
H  1.65460  1.63730  0.68562
H  -1.09659  0.74820  -1.21576

- Relative energy (zero: lowest compared OMol25 entry of this formula, charge and spin): 4.681 eV
- Gap between HOMO and LUMO: 9.676 eV
- Total charge: 0
- Total energy: -269.17422 Eh

Density functional theory data (ωB97M-V/def2-TZVPD) for C5H6O in the gas phase.

Positions of all 12 atoms, in Å:
O  2.02972  -0.47797  -0.69400
C  -2.74299  0.38834  0.08175
C  2.23839  -0.18172  0.67483
C  -0.28172  -0.43370  0.24250
C  -1.48082  0.06665  0.11228
C  1.01576  0.25316  -0.00504
H  3.01831  0.54371  0.90597
H  -3.30242  0.37310  -0.84764
H  -3.27156  0.63491  0.99804
H  -0.31583  -1.42987  0.67200
H  0.94730  1.29295  -0.32576
H  2.18178  -1.04463  1.33760

- Relative energy (zero: lowest compared OMol25 entry of this formula, charge and spin): 2.762 eV
- Gap between HOMO and LUMO: 10.423 eV
- Total charge: 0
- Total energy: -269.24473 Eh
- SMILES string: C=C=C[C@H]1CO1

Density functional theory data (ωB97M-V/def2-TZVPD) for C5H6O2 in the gas phase in a non-equilibrium geometry.

Positions of all 13 atoms, in Å:
O  -1.66793  0.13615  -1.11922
O  0.84568  -1.18333  -0.37767
C  1.50390  0.04165  -0.61775
C  0.90188  1.06783  -0.04776
C  -1.32972  -0.11477  0.17062
C  -0.15116  -0.91384  0.57197
C  -0.15706  0.53469  0.85200
H  -2.24521  -0.12205  0.64151
H  -0.16779  -1.88963  1.22369
H  -0.12124  0.75653  1.93694
H  2.37928  -0.19280  -1.22995
H  1.08419  2.13785  -0.30388
H  -0.87481  -0.25828  -1.70050

- Relative energy (zero: lowest compared OMol25 entry of this formula, charge and spin): 3.071 eV
- Gap between HOMO and LUMO: 9.432 eV
- Total charge: 0
- Total energy: -344.48905 Eh
- SMILES string: O[C@@H]1[C@@H]2C=CO[C@H]12